Record 1
One molecule with the formula C18H24N4O3 in a non-equilibrium geometry, computed with the ωB97M-V functional and the def2-TZVPD basis.

Summary:
SMILES = COc1ccc(-c2cc(CNC(=O)CN3CCN(C)CC3)on2)cc1
Frontier orbital gap = 9.091 eV
Maximum force = 1.20 eV/A
E_tot = -31157.0915 eV
M = 344.415 u
Spin multiplicity = 1

Element x y z (Å)
C1 6.7026 0.0104 -0.2076
O1 5.4511 0.5968 -0.4711
C2 4.3316 -0.1638 -0.3330
C3 3.1224 0.4797 -0.6071
C4 1.9268 -0.1950 -0.5066
C5 1.9104 -1.5375 -0.1235
C6 0.6561 -2.2605 -0.0080
C7 -0.5822 -1.9575 -0.6416
C8 -1.4368 -2.9115 -0.1723
C9 -2.9108 -3.0854 -0.3449
N1 -3.6062 -1.9412 0.2148
C10 -3.9906 -0.8986 -0.5668
O2 -3.9881 -0.9610 -1.7779
C11 -4.3593 0.3698 0.2012
N2 -3.2212 1.2628 0.3640
C12 -2.6640 1.7111 -0.9005
C13 -1.6050 2.7762 -0.6440
N3 -0.5485 2.2243 0.1847
C14 0.5413 3.1589 0.3640
C15 -1.1151 1.8100 1.4537
C16 -2.1715 0.7352 1.2167
O3 -0.7737 -3.7230 0.6708
N4 0.5160 -3.3187 0.7583
C17 3.1145 -2.1727 0.1637
C18 4.3165 -1.4998 0.0586
H1 6.7778 -0.3278 0.8309
H2 7.4379 0.7938 -0.3844
H3 6.9023 -0.8305 -0.8795
H4 3.1516 1.5178 -0.8977
H5 1.0037 0.3325 -0.6945
H6 -0.7904 -1.1829 -1.3484
H7 -3.1694 -3.1151 -1.4072
H8 -3.2358 -4.0033 0.1493
H9 -3.5397 -1.8117 1.2122
H10 -4.7537 0.1292 1.1916
H11 -5.1212 0.9080 -0.3678
H12 -3.4718 2.1298 -1.5038
H13 -2.2071 0.8849 -1.4661
H14 -1.1743 3.0944 -1.5961
H15 -2.0779 3.6499 -0.1614
H16 1.3225 2.6834 0.9554
H17 0.9496 3.4185 -0.6117
H18 0.2278 4.0851 0.8706
H19 -0.3166 1.3986 2.0763
H20 -1.5765 2.6613 1.9856
H21 -2.6119 0.4461 2.1756
H22 -1.6706 -0.1398 0.7731
H23 3.0951 -3.2071 0.4693
H24 5.2321 -2.0239 0.2834

Results of the Mulliken charge analysis, in e, for atoms 1 through 6: -0.8774, -0.4506, 1.0088, -0.6448, -0.1732, -0.0717

***

Record 2
One molecule with the formula C4H12N2OS in a non-equilibrium geometry, computed with the ωB97M-V functional and the def2-TZVPD basis.

Summary:
SMILES = NC[C@@H](CS)NCO
Frontier orbital gap = 9.729 eV
Maximum force = 3.13 eV/A
E_tot = -20204.6576 eV
M = 136.220 u
Spin multiplicity = 1

Element x y z (Å)
N1 -1.9682 -0.9712 1.2728
C1 -1.7442 -0.3267 -0.0635
C2 -0.2765 -0.1364 -0.2631
C3 0.1069 -0.0197 -1.7436
S1 0.0084 -1.6701 -2.5508
N2 0.2082 1.0673 0.4388
C4 1.6588 1.1357 0.5987
O1 1.9555 0.8624 1.9725
H1 -2.6984 -0.4995 1.7887
H2 -1.1462 -0.8627 1.8458
H3 -2.1465 -1.0223 -0.7871
H4 -2.3102 0.6058 -0.0694
H5 0.2685 -1.0051 0.1378
H6 -0.7272 0.4866 -2.2287
H7 1.0809 0.4082 -1.9299
H8 1.2110 -2.1427 -2.2065
H9 -0.2710 1.1474 1.3260
H10 1.9389 2.1533 0.3918
H11 2.0556 0.3654 0.0148
H12 2.7956 0.4244 2.0548

Results of the Mulliken charge analysis, in e, for atoms 1 through 6: -0.6564, -0.7486, 0.4265, -0.8733, -0.2088, -0.4758

***

Record 3
A 18-piece molecular cluster, C72H186N6O24 overall in a non-equilibrium geometry, computed with the ωB97M-V functional and the def2-TZVPD basis.

Summary:
Frontier orbital gap = 8.813 eV
Maximum force = 3.73 eV/A
E_tot = -135751.6188 eV
M = 1520.298 u
Spin multiplicity = 1

Element x y z (Å)
C1 -3.3132 5.4742 -4.5318
O1 -4.0966 4.3547 -4.3024
C2 -5.3263 4.5436 -3.7199
C3 -6.0892 3.2379 -3.4424
N1 -5.4247 2.4723 -2.4028
C4 -6.0978 1.3061 -1.8460
C5 -5.2742 0.5565 -0.8375
O2 -4.2939 -0.1768 -1.6235
C6 -3.1144 -0.4358 -0.9314
H1 -3.8058 6.2407 -5.1140
H2 -2.4846 5.0650 -5.1254
H3 -3.0192 5.9301 -3.5659
H4 -6.0003 5.0933 -4.4828
H5 -5.3668 5.2157 -2.8579
H6 -6.3226 2.5899 -4.3547
H7 -7.0758 3.5584 -3.0363
H8 -4.5659 2.1137 -2.7882
H9 -6.4772 0.6736 -2.6585
H10 -6.9483 1.7703 -1.3105
H11 -5.8741 -0.1546 -0.1956
H12 -4.7773 1.2881 -0.1232
H13 -2.4686 -1.0344 -1.5393
H14 -3.2716 -0.9801 0.0032
H15 -2.5978 0.4979 -0.6167
C7 2.9181 -6.7349 2.5118
O3 1.7566 -5.8472 2.6322
C8 1.5145 -5.6640 4.0035
C9 0.2443 -4.7797 4.1368
N2 -1.0711 -5.2528 3.6983
C10 -1.7339 -6.1662 4.6823
C11 -2.9349 -6.8020 3.9518
O4 -2.4947 -7.4144 2.6916
C12 -3.5677 -7.9973 2.0459
H16 2.5901 -7.7338 2.8459
H17 3.7608 -6.3638 3.1328
H18 3.2869 -6.6801 1.5081
H19 2.2977 -5.0165 4.4483
H20 1.4762 -6.5911 4.5853
H21 0.3970 -3.8591 3.5687
H22 0.0497 -4.4273 5.1398
H23 -0.8730 -5.7245 2.7954
H24 -2.1919 -5.5849 5.4661
H25 -1.0750 -6.9007 5.2242
H26 -3.7001 -6.0436 3.7641
H27 -3.3966 -7.5807 4.5536
H28 -4.3603 -7.3129 1.6486
H29 -4.0661 -8.7835 2.5815
H30 -3.1230 -8.4107 1.1482
C13 -3.2434 3.2998 -8.0923
O5 -2.1068 3.3565 -7.2692
C14 -1.0051 2.5113 -7.7022
C15 0.0790 2.6919 -6.6789
N3 -0.3745 2.3021 -5.3713
C16 0.6017 2.6880 -4.3324
C17 -0.1250 2.5975 -2.9382
O6 -1.0432 3.6725 -2.8501
C18 -1.8791 3.4975 -1.7861
H31 -3.6077 2.2394 -8.1185
H32 -2.8725 3.6923 -9.1185
H33 -4.0064 4.0168 -7.8113
H34 -0.7073 2.7833 -8.7374
H35 -1.3657 1.4642 -7.7655
H36 0.5585 3.7034 -6.6524
H37 0.8858 1.9641 -6.9779
H38 -1.2583 2.8055 -5.2223
H39 0.9219 3.7294 -4.4263
H40 1.4855 2.0540 -4.3194
H41 0.6670 2.5949 -2.1617
H42 -0.6906 1.6295 -2.9404
H43 -2.8824 3.9267 -1.9918
H44 -1.5406 3.8553 -0.7804
H45 -2.0676 2.3561 -1.6125
C19 4.7510 6.6165 4.1538
O7 5.1134 5.4410 3.4114
C20 6.0082 5.6559 2.3191
C21 5.9065 4.5467 1.3153
N4 4.6200 4.4225 0.6615
C22 4.2490 5.4073 -0.3086
C23 2.8087 5.0642 -0.7746
O8 1.9622 5.1964 0.2917
C24 0.9330 4.2443 0.1371
H46 4.2981 6.1732 5.0711
H47 4.0129 7.2840 3.5973
H48 5.6218 7.1847 4.4690
H49 7.0117 5.8017 2.7490
H50 5.7801 6.5952 1.8021
H51 6.1112 3.5788 1.7727
H52 6.6650 4.6923 0.5283
H53 3.8994 4.2054 1.3275
H54 4.8116 5.3456 -1.2554
H55 4.3024 6.4356 0.1073
H56 2.8568 3.9720 -1.2020
H57 2.5650 5.7388 -1.5996
H58 0.1301 4.3808 0.9024
H59 1.3204 3.1883 0.2322
H60 0.4642 4.3130 -0.8568
C25 2.4038 -3.1064 -1.8895
O9 2.3851 -3.5979 -3.1914
C26 3.7106 -3.8582 -3.6715
C27 3.5081 -4.3205 -5.1442
N5 4.8430 -4.6082 -5.7180
C28 4.7090 -5.1653 -7.0460
C29 6.0491 -5.6440 -7.5519
O10 6.8785 -4.4639 -7.6877
C30 8.2226 -4.8313 -7.7936
H61 3.1280 -2.2891 -1.8561
H62 2.6701 -3.7940 -1.1104
H63 1.3650 -2.8074 -1.7103
H64 4.1504 -4.6613 -3.0915
H65 4.3702 -2.9577 -3.4920
H66 3.0112 -3.5361 -5.7345
H67 2.8530 -5.1844 -5.1266
H68 5.4048 -3.7585 -5.7200
H69 4.2155 -4.4904 -7.7859
H70 4.0700 -6.0700 -6.8721
H71 6.0461 -6.2208 -8.5083
H72 6.5866 -6.3353 -6.8207
H73 8.5930 -5.1587 -6.8463
H74 8.7472 -3.9124 -8.0897
H75 8.3653 -5.5714 -8.5945
C31 1.6175 4.3508 6.8055
O11 1.4710 3.2177 5.8816
C32 1.2917 3.6543 4.5470
C33 1.7343 2.6283 3.4984
N6 3.0768 2.1729 3.7642
C34 3.6823 1.3390 2.8015
C35 5.0227 0.8824 3.1816
O12 5.5314 -0.0368 2.1595
C36 6.2356 0.5182 1.0386
H76 1.7561 3.9254 7.8072
H77 0.7161 4.9572 6.7105
H78 2.5386 4.9327 6.4892
H79 1.8353 4.5547 4.4002
H80 0.2488 4.0233 4.3817
H81 1.6894 3.1995 2.5803
H82 1.0924 1.7564 3.3749
H83 3.7207 2.9310 4.0685
H84 3.6665 1.7158 1.7592
H85 3.0616 0.4551 2.7605
H86 5.1523 0.3432 4.1502
H87 5.7613 1.7011 3.2049
H88 7.0078 1.2042 1.4049
H89 5.6398 1.0728 0.2850
H90 6.7323 -0.3230 0.5475
C37 4.3731 0.6702 -3.4880
C38 4.6598 2.1353 -3.1497
C39 5.8031 2.6692 -3.9305
O13 3.4734 2.9258 -3.4403
H91 3.9450 0.5646 -4.4816
H92 3.6104 0.2243 -2.7701
H93 5.2553 0.0149 -3.4355
H94 4.7261 2.3552 -2.0548
H95 5.7958 2.2249 -4.9236
H96 6.6621 2.2717 -3.4199
H97 5.8337 3.8005 -3.9549
H98 3.3318 2.7761 -4.3703
C40 -4.3386 -3.2128 2.2102
C41 -3.2809 -2.2453 2.7729
C42 -3.9268 -0.9785 3.2593
O14 -2.5497 -2.8498 3.7733
H99 -5.0583 -3.3999 2.9968
H100 -3.8992 -4.0898 1.8131
H101 -4.7987 -2.6333 1.4130
H102 -2.6021 -1.9336 1.9628
H103 -3.1494 -0.3663 3.7255
H104 -4.7742 -1.1401 3.9486
H105 -4.3451 -0.4065 2.4106
H106 -1.9967 -3.7013 3.5473
C43 0.9859 -0.1695 7.2358
C44 0.5237 0.1293 5.8226
C45 0.0276 -1.2008 5.1520
O15 -0.4791 1.1298 5.8454
H107 1.8437 -0.8546 7.1669
H108 0.1460 -0.6673 7.7110
H109 1.2896 0.7488 7.6974
H110 1.3540 0.5414 5.1969
H111 -0.8074 -1.5491 5.7545
H112 0.7971 -1.9453 5.2663
H113 -0.2973 -1.1598 4.1566
H114 0.0343 1.9122 6.1142
C46 -1.2258 6.9956 3.4624
C47 -0.2827 6.8083 2.3056
C48 -0.0699 8.1080 1.5217
O16 0.9886 6.3262 2.7677
H115 -1.0466 6.2190 4.2098
H116 -2.2505 6.9103 3.0170
H117 -1.2326 7.9852 3.9279
H118 -0.7146 6.0917 1.6504
H119 0.5519 7.7923 0.7155
H120 0.4254 8.9146 2.0596
H121 -1.0162 8.4913 1.2291
H122 1.5658 6.3161 2.0156
C49 -0.6815 -6.2833 -0.7398
C50 -0.8248 -4.8368 -0.5246
C51 -2.2257 -4.3583 -0.2977
O17 -0.0717 -4.3917 0.6938
H123 -1.2275 -6.7949 0.0543
H124 0.3789 -6.6126 -0.8667
H125 -1.1555 -6.5804 -1.6675
H126 -0.4526 -4.3524 -1.4228
H127 -2.2404 -3.3338 0.0585
H128 -2.7897 -4.9747 0.3804
H129 -2.7352 -4.3253 -1.2750
H130 0.6625 -5.0389 0.7887
C52 -6.5182 6.3514 -0.2274
C53 -6.4839 4.9472 0.3431
C54 -7.8322 4.1663 0.1661
O18 -5.4106 4.1954 -0.2228
H131 -7.0306 7.0560 0.4440
H132 -6.8766 6.2726 -1.2155
H133 -5.5129 6.6899 -0.3529
H134 -6.2405 5.0763 1.4255
H135 -8.1827 4.2483 -0.7968
H136 -8.5095 4.5561 0.8995
H137 -7.6949 3.1363 0.4562
H138 -5.6209 3.6815 -1.0612
C55 -4.3258 -3.4759 8.4865
C56 -4.1271 -2.8282 7.0902
C57 -3.2451 -1.5938 7.1371
O19 -3.5222 -3.7400 6.2237
H139 -5.0489 -4.2703 8.4992
H140 -4.6334 -2.7347 9.1801
H141 -3.3906 -3.9577 8.8450
H142 -5.1514 -2.6081 6.7344
H143 -2.9886 -1.3270 6.0896
H144 -2.3194 -1.7651 7.7078
H145 -3.7599 -0.7612 7.5831
H146 -3.3074 -3.3731 5.3601
C58 -3.4743 -4.6401 -4.8939
C59 -2.8418 -6.0204 -5.1483
C60 -2.4733 -6.1036 -6.6480
O20 -1.7191 -6.2739 -4.3303
H147 -2.6374 -3.8926 -4.7711
H148 -3.9476 -4.5438 -3.9219
H149 -4.1242 -4.3845 -5.7331
H150 -3.5200 -6.8526 -4.9833
H151 -3.3783 -6.2368 -7.2820
H152 -1.9159 -6.9800 -6.9459
H153 -1.9469 -5.2120 -6.9987
H154 -1.0949 -5.6006 -4.5368
C61 -2.2383 2.8920 3.2227
C62 -3.3065 2.9570 2.2170
C63 -4.6748 3.1242 2.9220
O21 -3.0964 4.0190 1.3787
H155 -1.2443 2.7176 2.7099
H156 -2.3316 2.1366 3.9867
H157 -2.1531 3.8483 3.7933
H158 -3.3916 2.0394 1.6164
H159 -5.5403 3.1577 2.2479
H160 -4.5930 4.0992 3.3966
H161 -4.8687 2.3323 3.6467
H162 -3.7980 4.0310 0.7041
C64 -0.5172 -1.5464 -3.8958
C65 -0.2353 -2.2462 -5.1743
C66 0.8278 -1.5364 -6.0178
O22 0.0941 -3.5848 -4.9945
H163 -1.1785 -2.1542 -3.2610
H164 -1.1065 -0.6031 -4.0729
H165 0.4679 -1.3740 -3.3908
H166 -1.1624 -2.3067 -5.7510
H167 1.8311 -1.7386 -5.6018
H168 0.5997 -0.5057 -6.0257
H169 0.8991 -1.9879 -7.0445
H170 0.7575 -3.5924 -4.2529
C67 5.3730 -3.5046 1.2440
C68 5.1350 -3.2914 2.7253
C69 3.7079 -2.8568 3.0116
O23 5.3888 -4.5446 3.4848
H171 5.2336 -2.5550 0.7854
H172 4.6699 -4.2427 0.8441
H173 6.4010 -3.8084 1.0991
H174 5.8282 -2.5150 3.1045
H175 3.4508 -2.5964 4.0478
H176 3.0397 -3.6792 2.6950
H177 3.4570 -1.9821 2.4299
H178 5.2893 -4.3492 4.4359
C70 1.4408 -0.1254 -0.3065
C71 0.4346 -0.5355 0.8165
C72 -0.4738 0.6526 1.1813
O24 -0.4486 -1.6311 0.4006
H179 0.8347 0.0682 -1.1553
H180 2.0145 -1.0070 -0.6174
H181 2.1414 0.6992 -0.1185
H182 0.9892 -0.7663 1.7254
H183 -0.0135 1.5316 1.6439
H184 -1.2415 0.2715 1.8772
H185 -1.0279 0.9440 0.2669
H186 -0.1671 -2.4991 0.7145

Results of the Mulliken charge analysis, in e, for atoms 1 through 6: -0.7694, -0.0812, -0.6124, -0.8276, 0.1764, -1.3165

***

Record 4
A 2-piece molecular cluster, C6H16O overall in a non-equilibrium geometry, computed with the ωB97M-V functional and the def2-TZVPD basis.

Summary:
SMILES = CCCCCC.O
Frontier orbital gap = 11.493 eV
Maximum force = 2.84 eV/A
E_tot = -8527.5062 eV
M = 104.193 u
Spin multiplicity = 1

Element x y z (Å)
C1 0.0000 0.0000 0.0000
C2 0.1790 1.0119 -1.1362
C3 -0.7435 0.6976 -2.2947
C4 -0.4450 1.7305 -3.4257
C5 -1.5839 1.6898 -4.5453
C6 -1.4031 2.5886 -5.7839
H1 0.0256 -0.9851 -0.4955
H2 -0.9796 0.1208 0.4924
H3 0.7874 0.0261 0.7720
H4 0.2244 2.0467 -0.7456
H5 1.1261 0.8132 -1.6738
H6 -0.5575 -0.3301 -2.6616
H7 -1.7771 0.7321 -1.8999
H8 -0.4159 2.6855 -2.8666
H9 0.5303 1.6089 -3.9351
H10 -1.7004 0.6516 -4.9114
H11 -2.5572 2.0101 -4.1263
H12 -1.8251 2.0512 -6.6498
H13 -0.3219 2.7296 -5.9501
H14 -1.8813 3.5804 -5.7183
O1 -2.6129 -0.8554 -1.3130
H15 -3.2906 -0.8812 -2.0260
H16 -1.8681 -0.3397 -1.6972

Results of the Mulliken charge analysis, in e, for atoms 1 through 6: -1.3586, -0.3082, -0.4921, -0.8516, -0.4078, -1.0961